# 1
Formula: C48H41AsAuNP2
Source: OMol25
Level of theory: the ωB97M-V functional and the def2-TZVPD basis

CARTESIAN COORDINATES (ANGSTROEM)
Au -1.1505 -1.5750 -0.6928
As -2.6634 -0.0774 -1.8054
P 1.4376 -0.3838 2.2379
P 2.5734 0.7570 -0.6853
N 1.1714 1.5097 -0.0955
C 0.6240 3.3684 0.9863
C -4.6840 -2.1078 -1.7408
C 1.1502 -2.6641 -2.2464
C 6.5252 1.7836 1.2882
C 2.6525 -0.8801 6.6392
C 0.3743 -1.8462 1.9388
C 4.1227 1.8175 1.3691
C -6.5782 -2.2485 -3.2094
C 0.7023 2.0154 1.1227
C -2.0410 0.9862 -3.2765
C -2.5778 2.2515 -3.5047
C 1.3793 -1.3242 -1.9593
C -2.9081 3.1808 0.8308
C -5.8483 -2.7462 -2.1381
C -4.2582 -0.9634 -2.4091
C -1.6791 -3.0429 1.3941
C 3.0065 -3.2744 -0.8295
C 0.9234 -0.8614 4.9709
C 1.3111 -1.0028 6.2917
C -6.1440 -1.1168 -3.8843
C 3.2170 -0.4756 4.3404
C 2.3096 1.9711 -2.0153
C -4.2626 0.7949 0.4065
C 4.0893 1.1262 0.1617
C -3.2080 1.1585 -0.4279
C -0.9860 -4.2487 1.3742
C 0.2995 1.0889 2.2253
C -4.6361 1.6274 1.4504
C 1.9689 -3.6366 -1.6768
C 1.8757 -0.5937 3.9857
C 1.1120 3.7599 -0.3073
C -3.9616 2.8240 1.6592
C 3.6042 -0.6177 5.6671
C 6.4907 1.1014 0.0780
C -1.2085 2.4688 -5.4710
C 5.3475 2.1445 1.9288
C -1.0090 -1.8388 1.6887
C -2.5189 2.3453 -0.2086
C 0.3677 -4.2603 1.6745
C 5.2729 0.7741 -0.4935
C -1.1076 0.4580 -4.1612
C 3.2177 -1.9401 -0.5107
C 1.4162 2.6202 -0.9694
C -2.1554 2.9912 -4.5995
C -4.9828 -0.4689 -3.4871
C -0.6912 1.1985 -5.2585
C 2.3979 -0.9669 -1.0706
C 1.0361 -3.0747 1.9409
H 4.0012 -1.6613 0.1828
H 0.3810 1.6037 3.1832
H 0.3734 -2.9446 -2.9472
H -4.1029 -2.5128 -0.9190
H 3.9613 -0.2757 3.5776
H 0.2404 4.0415 1.7374
H 1.8073 -4.6797 -1.9147
H -6.1823 -3.6345 -1.6189
H -5.4651 1.3523 2.0887
H 2.0958 -3.1034 2.1707
H -1.6888 2.6302 -0.8447
H 4.6476 -0.5283 5.9385
H 7.4105 0.8298 -0.4213
H 1.7547 1.5898 -2.8736
H -7.4841 -2.7493 -3.5230
H -0.8858 3.0473 -6.3262
H 3.6505 -4.0343 -0.4074
H -4.6516 0.4119 -4.0222
H 0.5718 -1.2130 7.0529
H 1.2187 4.7693 -0.6700
H -1.5111 -5.1706 1.1647
H -6.7090 -0.7358 -4.7242
H -4.8159 -0.1201 0.2287
H -1.6001 -0.9396 1.8249
H 7.4783 2.0408 1.7306
H -4.2667 3.4826 2.4614
H 3.2052 2.1093 1.8635
H -0.7529 0.8140 2.1164
H 5.3813 2.6848 2.8652
H -0.7382 -0.5515 -4.0204
H -3.3233 2.6631 -2.8353
H 0.0208 0.7784 -5.9569
H -2.7549 -3.0336 1.2675
H 0.9073 -5.1981 1.6993
H -0.1226 -0.9681 4.7045
H -2.5722 3.9736 -4.7766
H 5.2495 0.2480 -1.4420
H -2.3921 4.1192 0.9847
H 0.8054 -0.5534 -2.4579
H 2.9527 -0.9931 7.6723
H 3.1884 2.5251 -2.3304

Output
* calculated total energy: -4962.14088 Ha
* HOMO-LUMO gap: 0.2952 Eh
* HOMO: -13.4 eV
* total charge: +2
* F_max: 0.012 Eh/bohr

=====

# 2
Formula: C48H41N3OP2RuS
Source: OMol25
Level of theory: the ωB97M-V functional and the def2-TZVPD basis

CARTESIAN COORDINATES (ANGSTROEM)
Ru 0.3351 -0.6818 -0.7457
S -3.9248 1.6925 7.9302
P 2.7272 -1.5480 -1.9750
P -1.3651 1.0347 -0.5501
O -6.5863 1.7465 7.6699
N 2.9170 -1.2884 -0.4327
N -0.1534 -2.6244 -1.6688
N 0.3228 -0.8364 1.5191
C 5.4486 -0.9636 -2.1173
C 0.6290 -3.2670 -2.5781
C -3.7210 2.1853 -3.7279
C -2.7471 1.2208 3.5012
C 4.1090 -2.0150 1.5191
C -2.6518 2.0267 -2.8578
C 1.7854 -0.1878 -2.6971
C -3.8614 2.4830 5.2755
C 3.4550 -3.9605 2.7805
C 4.3302 -1.3483 -2.8426
C -3.5533 2.3242 3.9548
C -5.0753 0.8214 -2.2923
C 2.4284 -4.1761 1.8686
C 0.6613 2.8367 0.0505
C 1.2379 4.0716 0.3083
C 5.5872 -1.0999 -4.8869
C -1.3945 3.9045 -0.5494
C -4.0093 0.6782 -1.4142
C 1.5140 0.1007 3.6336
C -5.6153 1.0404 7.6325
C -2.4603 1.0262 2.1621
C 4.4052 -1.4093 -4.2329
C 2.1209 -3.1559 -2.5284
C -4.9383 1.5796 -3.4464
C -2.5885 0.4830 5.8263
C -0.6570 2.7352 -0.3911
C 2.2747 1.0963 -2.4081
C -2.7878 1.2847 -1.6863
C -1.4679 -3.7550 -3.1522
C -0.1271 -3.9670 -3.5069
C 6.6364 -0.6508 -2.7712
C 0.8728 -0.4374 2.4426
C -3.3985 1.5646 6.2555
C -5.6797 -0.4263 7.2827
C 3.0829 -2.2265 0.5895
C -1.4729 -2.9281 -2.0076
C -2.5736 -2.4842 -1.2764
C 2.2348 -3.3237 0.7924
C 6.7035 -0.7142 -4.1535
C 0.5004 5.2337 0.1203
C 0.2806 0.7861 -4.3128
C -2.1288 0.8590 0.9869
C -0.8174 5.1445 -0.3063
C 4.2910 -2.8669 2.5991
C 1.7532 2.2073 -3.0480
C -2.2664 0.3141 4.5084
C 0.7579 2.0517 -4.0030
C 0.7911 -0.3346 -3.6742
H -2.2198 -0.2188 6.5671
H 1.3858 -3.4660 0.1336
H 5.3750 -0.9136 -1.0376
H 1.7509 -5.0106 2.0046
H -4.1208 0.1096 -0.4994
H 2.5614 -3.8518 -1.8021
H -1.7028 2.4972 -3.0826
H -3.6059 2.7865 -4.6221
H 2.5910 0.1397 3.4772
H -1.4043 6.0450 -0.4408
H -2.3465 -4.1520 -3.6385
H -0.5068 0.6639 -5.0453
H 1.2402 1.9284 0.1932
H -5.7766 1.7016 -4.1216
H 4.7575 -1.1571 1.3809
H 1.2998 -0.5434 4.4846
H -1.6455 -0.5215 4.2037
H -5.0024 -0.6375 6.4546
H 3.5961 -4.6289 3.6200
H -4.4734 3.3191 5.5934
H -3.9145 3.0353 3.2219
H 0.9458 6.2016 0.3148
H 7.6225 -0.4545 -4.6643
H -3.5752 -2.7363 -1.5956
H 3.0762 1.2065 -1.6869
H 0.4141 -1.3180 -3.9269
H -6.6985 -0.7019 7.0161
H 2.1207 3.1946 -2.7991
H -2.4443 -1.9052 -0.3719
H -6.0210 0.3444 -2.0663
H 5.6377 -1.1513 -5.9671
H 1.1240 1.0981 3.8323
H 2.2648 4.1287 0.6500
H 5.0921 -2.6727 3.3031
H 7.5054 -0.3519 -2.1986
H 0.2573 -4.5595 -4.3248
H -2.4316 3.8481 -0.8571
H 2.5650 -3.3777 -3.4992
H 3.5308 -1.6880 -4.8122
H 0.3497 2.9221 -4.5025
H -5.3449 -1.0081 8.1431

Output
* spin multiplicity: 6
* calculated total energy: -3268.89450 Ha
* HOMO-LUMO gap (alpha / beta): 0.1411 / 0.2481 Eh
* HOMO (alpha / beta): -1.7 / -4.6 eV
* total charge: -1
* F_max: 0.010 Eh/bohr

=====

# 3
Formula: C48H42BrCl3InN5O3S3
Source: OMol25
Level of theory: the ωB97M-V functional and the def2-TZVPD basis

CARTESIAN COORDINATES (ANGSTROEM)
In 0.4980 1.0228 0.4853
Br 8.3475 -0.4671 1.5298
Cl 1.6371 -0.0211 -3.0644
Cl 0.3853 5.0972 -1.8099
Cl 0.9205 3.6103 -6.9602
S 2.0272 0.4038 2.5137
S 1.3385 3.1412 1.6797
S 0.1179 -1.6888 0.9987
O 3.7919 1.2722 -0.4507
O 0.8929 2.3219 -1.2241
O 2.6975 -1.0024 -0.4397
N 4.1298 1.1142 5.5361
N 3.1257 5.1366 4.2914
N 4.7982 -4.5272 0.4628
N -1.6579 1.1768 0.5194
N 2.7732 -3.7115 0.9444
C -1.5089 -4.1462 -1.7975
C -0.9115 1.9295 5.2699
C 0.6872 3.8506 -2.9800
C -3.3435 2.5106 1.7956
C 4.3165 2.5876 -0.4369
C 5.9661 -1.9205 1.0056
C -2.4619 -0.0591 -2.9859
C 0.9349 3.2070 -5.2570
C -3.8061 -0.7200 -2.6772
C 3.0276 -7.7784 0.7394
C -3.1221 -3.8560 -0.0514
C 3.9112 -5.5723 0.6312
C 1.7540 -7.2619 1.0317
C -0.9783 -2.7418 0.1040
C 5.8632 0.4363 0.4797
C -2.7019 1.2848 -3.6762
C -4.5937 0.1839 -1.7273
C -2.6747 2.4161 -1.4460
C -2.9627 2.8873 4.1465
C -4.8269 1.5484 -2.3855
C 1.2207 1.9172 -4.8594
C 2.6338 -5.0774 0.9288
C -1.8024 2.1128 4.0712
C 4.6394 -2.0824 0.5741
C 3.5663 1.7665 4.7701
C 6.5462 -0.6838 0.9500
C 4.1128 -6.9489 0.5349
C -3.7335 3.0656 3.0122
C 2.1534 2.1049 2.7819
C 3.9438 -0.9890 0.0758
C -2.1639 1.7530 1.6697
C -1.7002 0.1650 -1.6796
C 0.6754 4.1880 -4.3171
C -2.2433 -3.0251 0.6252
C -3.7981 0.3697 -0.4322
C 0.9406 2.5389 -2.4918
C -3.4823 2.1983 -2.7299
C 1.2285 1.6010 -3.5115
C -5.0070 3.8720 3.0696
C 4.5649 0.2816 0.0391
C 2.8886 2.6102 3.8460
C 3.0025 4.0092 4.0815
C -1.4492 1.5418 2.8697
C -2.4541 1.0802 -0.7066
C 1.5326 -5.9017 1.1313
C -2.7618 -4.4230 -1.2671
C 4.0812 -3.4436 0.6513
C -0.6295 -3.3154 -1.1216
H -3.2559 3.3423 5.0866
H -0.7411 0.6164 -1.9127
H -3.2613 1.1325 -4.6068
H 3.1557 -8.8516 0.6693
H -3.1757 3.1490 -0.8179
H -3.4516 -5.0671 -1.7978
H 0.3452 -3.0985 -1.5430
H -5.1456 4.3149 4.0561
H -4.9962 4.6797 2.3349
H 3.5218 3.2218 -0.8188
H 5.2041 2.6557 -1.0745
H -4.3963 0.9209 0.2922
H 2.0333 -3.0569 1.2135
H 1.4410 1.1494 -5.5866
H 0.9266 -7.9446 1.1773
H -4.0996 -4.0558 0.3709
H -1.5143 -0.7882 -1.1855
H -1.7472 1.7507 -3.9391
H -1.4804 1.9704 6.2005
H 6.3421 1.4031 0.4733
H 5.0937 -7.3430 0.3048
H -1.6931 2.8324 -1.6797
H -0.3788 0.9796 5.2243
H 0.4650 5.2043 -4.6157
H -5.4303 1.4293 -3.2930
H -3.6555 3.1658 -3.2136
H -3.6436 -1.6944 -2.2062
H 4.5594 2.8975 0.5830
H -3.9775 2.6973 0.9459
H -2.5287 -2.5673 1.5636
H -1.2139 -4.5749 -2.7475
H -1.8648 -0.7082 -3.6355
H -0.5831 0.8890 2.8553
H 2.1165 -1.7191 -0.1246
H -3.5705 -0.6026 0.0164
H -5.8787 3.2487 2.8548
H -5.5591 -0.2809 -1.4960
H -5.3875 2.1968 -1.7026
H 6.5006 -2.7839 1.3720
H 0.5532 -5.4942 1.3428
H -4.3685 -0.8853 -3.6039
H -0.1568 2.7187 5.3023

Output
* calculated total energy: -7693.37811 Ha
* HOMO-LUMO gap: 0.2324 Eh
* HOMO: -2.6 eV
* total charge: -2
* F_max: 0.012 Eh/bohr

=====

Question: Among the records above, which one has the lowest total charge?
Answer: C48H42BrCl3InN5O3S3